The following is a quantum chemistry calculation of 18 unconnected molecules or ions with the total composition C44H92Br16N4O20S6, from the OMol25 dataset.

Atoms and positions in Å:
C (-1.8459, 2.0370, -4.1369)
N (-2.4694, 0.7586, -3.6576)
O (-3.4593, 0.3921, -4.3189)
O (-2.0153, 0.1597, -2.6841)
H (-2.2672, 2.3720, -5.0799)
H (-0.7927, 1.8522, -4.3779)
H (-1.9375, 2.6863, -3.2410)
C (8.0409, 2.7748, 2.4652)
N (6.7681, 3.5471, 2.4274)
O (5.9384, 3.3711, 3.2937)
O (6.6663, 4.2792, 1.4777)
H (8.6751, 3.5202, 2.9397)
H (8.3952, 2.6442, 1.4258)
H (7.9517, 1.8476, 2.9532)
C (5.1630, -2.4911, -0.0759)
N (3.9121, -3.2022, 0.2152)
O (3.0238, -3.0610, -0.6318)
O (3.8611, -3.9421, 1.1531)
H (5.7639, -3.2655, -0.6313)
H (5.6872, -2.2648, 0.8864)
H (4.9562, -1.6617, -0.7410)
C (1.7609, 2.9404, -3.1834)
N (1.8341, 3.6675, -4.4708)
O (2.6663, 4.5626, -4.5932)
O (1.0551, 3.3857, -5.3499)
H (2.6168, 2.2530, -3.2261)
H (0.8612, 2.3139, -3.0837)
H (1.7842, 3.7186, -2.4305)
C (0.5826, -0.7545, -1.3532)
C (1.8794, 0.1248, -1.1693)
C (1.6019, 1.1461, 0.0004)
S (-0.0877, 1.3270, 0.1138)
O (-0.4724, 2.2221, -0.9727)
O (-0.4683, 1.6701, 1.4514)
C (-0.4999, -0.3124, -0.3260)
H (0.7017, -1.8015, -1.0734)
H (0.2651, -0.7928, -2.3801)
H (2.0207, 0.5866, -2.1079)
H (2.7383, -0.4842, -0.8995)
H (2.1345, 2.0841, -0.1115)
H (1.9897, 0.6044, 0.9018)
H (-1.4783, -0.3575, -0.7937)
H (-0.4974, -0.9566, 0.5463)
C (-3.3569, 5.9880, -2.0033)
C (-2.8251, 5.7466, -0.5593)
C (-1.5615, 4.9277, -0.8359)
S (-0.7675, 5.5999, -2.2298)
O (-0.3949, 4.6544, -3.2654)
O (0.3332, 6.4466, -1.8036)
C (-2.1137, 6.5318, -2.7106)
H (-4.1106, 6.7906, -2.0335)
H (-3.7822, 5.0490, -2.4432)
H (-3.5754, 5.2383, 0.0792)
H (-2.6149, 6.7292, -0.0798)
H (-1.8165, 3.9065, -1.0794)
H (-0.8393, 4.8629, -0.0264)
H (-2.2294, 6.5466, -3.7721)
H (-1.9785, 7.5248, -2.2911)
C (0.3726, -5.8197, 1.1585)
C (0.7145, -5.5154, -0.3243)
C (1.5898, -6.7595, -0.7196)
S (0.7679, -8.1492, -0.0524)
O (1.7749, -9.0035, 0.5601)
O (-0.0503, -8.7902, -1.0226)
C (-0.2088, -7.2162, 1.1027)
H (-0.4290, -5.1509, 1.5117)
H (1.2957, -5.6504, 1.7667)
H (1.2661, -4.6163, -0.4811)
H (-0.2035, -5.5371, -0.9402)
H (2.5435, -6.6398, -0.1929)
H (1.7057, -6.8932, -1.7767)
H (-0.2849, -7.7434, 2.0515)
H (-1.1799, -7.2196, 0.6133)
C (-4.0642, -3.3437, 3.9978)
C (-5.3469, -2.8828, 3.2702)
C (-6.0641, -4.1656, 2.8738)
S (-5.8386, -5.2689, 4.3139)
O (-5.2034, -6.4857, 3.8221)
O (-7.0333, -5.3233, 5.1043)
C (-4.5674, -4.3368, 5.1213)
H (-3.5039, -2.5125, 4.4565)
H (-3.4658, -3.9512, 3.3265)
H (-5.1175, -2.3473, 2.3345)
H (-6.0017, -2.2022, 3.8650)
H (-5.5744, -4.6472, 2.0531)
H (-7.1214, -3.9682, 2.6591)
H (-3.7716, -5.0823, 5.4082)
H (-4.9252, -3.7636, 5.9341)
C (5.5588, 4.4301, -2.1719)
C (7.0248, 4.2619, -1.8284)
C (7.2694, 2.7249, -1.7069)
S (5.7237, 2.0888, -1.0895)
O (5.9823, 1.6072, 0.2201)
O (5.0086, 1.2161, -2.0068)
C (4.8657, 3.6339, -1.1152)
H (5.3852, 4.0527, -3.1864)
H (5.2431, 5.4796, -2.1576)
H (7.2640, 4.6896, -0.8607)
H (7.7149, 4.5917, -2.5922)
H (8.0920, 2.4540, -1.0435)
H (7.4342, 2.2717, -2.6969)
H (5.0762, 4.1038, -0.1342)
H (3.7851, 3.5263, -1.2250)
C (-4.6400, 2.8682, 1.7310)
C (-5.1652, 2.2182, 3.0281)
C (-5.0112, 0.7083, 2.7251)
S (-3.7049, 0.4920, 1.5416)
O (-4.1748, 0.1177, 0.2116)
O (-2.7015, -0.3848, 2.1282)
C (-3.2942, 2.2343, 1.5133)
H (-4.5102, 3.9334, 1.7171)
H (-5.3429, 2.5385, 0.9863)
H (-6.2076, 2.5708, 3.2192)
H (-4.5845, 2.5227, 3.9382)
H (-5.9332, 0.2932, 2.3477)
H (-4.8197, 0.1499, 3.6138)
H (-2.8471, 2.3842, 0.5509)
H (-2.5580, 2.4546, 2.2638)
Br (-2.3716, 5.9063, 3.6236)
C (-3.2444, 7.4492, 4.3510)
C (-4.3097, 8.0999, 3.4235)
Br (-5.4743, 6.8254, 2.5919)
H (-2.4522, 8.1656, 4.5824)
H (-3.7435, 7.1025, 5.2482)
H (-3.9300, 8.7217, 2.5962)
H (-4.9057, 8.7547, 4.0539)
Br (5.9572, -2.0520, 6.4487)
C (5.9105, -1.5101, 4.6030)
C (4.4609, -1.1454, 4.3023)
Br (4.2277, -0.4028, 2.4706)
H (6.2423, -2.3144, 3.9675)
H (6.5846, -0.6343, 4.5350)
H (4.0607, -0.3429, 4.9669)
H (3.8758, -2.0656, 4.4123)
Br (2.2110, 1.9659, 4.9177)
C (2.5862, 3.0456, 3.3399)
C (1.3564, 3.8921, 3.0412)
Br (1.6499, 4.6955, 1.2534)
H (2.8132, 2.3939, 2.4924)
H (3.4107, 3.7673, 3.4909)
H (1.1936, 4.7519, 3.6655)
H (0.4329, 3.2984, 3.0015)
Br (-1.5939, -0.4164, 6.0802)
C (-0.4624, -1.6614, 5.0884)
C (-0.1652, -1.2261, 3.6819)
Br (0.9031, -2.5339, 2.7873)
H (-0.9097, -2.6496, 4.9269)
H (0.4111, -1.8407, 5.7097)
H (0.2576, -0.2241, 3.5970)
H (-1.0654, -1.1699, 3.1114)
Br (5.4280, -3.2360, -3.8506)
C (4.0281, -1.8885, -3.7059)
C (3.4241, -1.6250, -5.0825)
Br (1.9214, -0.3890, -4.9227)
H (4.2867, -0.9908, -3.1751)
H (3.2809, -2.3609, -3.0639)
H (2.9326, -2.4695, -5.4904)
H (4.1371, -1.1975, -5.7856)
Br (-2.9512, -3.0484, 0.2952)
C (-3.1120, -4.0783, -1.2623)
C (-2.3854, -3.5151, -2.4636)
Br (-2.8105, -4.3412, -4.1627)
H (-4.1696, -4.1367, -1.4898)
H (-2.8312, -5.1092, -1.0960)
H (-1.3573, -3.7144, -2.2715)
H (-2.6352, -2.4514, -2.5179)
Br (-0.3391, -7.4850, -4.0372)
C (-0.1159, -6.1815, -5.4688)
C (1.1770, -5.4544, -5.2956)
Br (1.1104, -4.1794, -3.7631)
H (-0.9631, -5.5259, -5.4632)
H (-0.0543, -6.7049, -6.3881)
H (1.3659, -4.8827, -6.1774)
H (1.9904, -6.1225, -5.0827)
Br (-5.6295, -1.3562, -2.4707)
C (-6.5358, -2.5047, -3.7554)
C (-7.0206, -1.7463, -4.9085)
Br (-8.5850, -2.6568, -5.7680)
H (-7.3543, -2.9275, -3.2180)
H (-5.8880, -3.3051, -4.0759)
H (-6.2843, -1.5977, -5.6678)
H (-7.3563, -0.7557, -4.5883)

Atoms 1-6, force components in eV/Å:
C 0.816 -0.198 1.084
N -1.490 -0.921 -1.394
O 1.602 0.261 1.280
O -0.534 0.920 -1.495
H -0.657 -0.011 0.465
H -0.142 -0.054 0.531

Properties
E_LUMO: -0.005 Eh
E: -47028.47329 hartree
Maximum force: 0.0685 hartree/bohr
Kohn-Sham gap: 9.74 eV
HOMO energy: -9.882 eV